Record 1
129
Properties=species:S:1:pos:R:3:forces:R:3:mulliken_charge:R:1 method="wB97M-V/def2-TZVPD" e_homo_ev=-4.551 homo_lumo_gap_ha=0.1455 total_charge=-1
N 0.44821 -4.99902 -1.93212 0.1 1.0 0.8 -0.572
C 1.18006 -3.66934 -2.00504 1.4 0.0 1.2 -0.181
C 0.30079 -2.37456 -1.51228 0.7 0.8 -0.9 -0.205
C -1.04973 -2.07826 -2.39386 0.6 1.3 0.5 -0.461
Ga -2.58648 -3.43595 -2.13534 0.0 -0.2 -1.2 0.545
O -2.49201 -4.69480 -3.60241 1.6 0.8 -0.4 -0.721
H -0.11825 -4.94042 -1.05033 0.6 -0.4 -1.2 0.147
H 1.10282 -5.81024 -1.85422 -0.7 1.2 0.0 0.239
H 1.66735 -3.52719 -3.06795 -1.2 -0.1 1.9 0.000
H 2.09109 -3.75997 -1.23896 -1.5 0.6 -1.6 0.231
H 0.10011 -2.41278 -0.33620 0.2 -0.2 -2.6 0.166
H 1.00583 -1.42268 -1.65896 -1.1 -2.0 0.4 0.027
H -1.46734 -1.02191 -2.02662 0.9 -2.0 -0.8 0.210
H -0.83749 -1.94742 -3.55286 0.0 -0.3 2.3 0.053
H -2.51469 -4.29582 -0.78841 0.1 -0.1 0.4 -0.296
H -4.00603 -2.69851 -2.30524 0.0 0.0 0.0 -0.343
H -1.59406 -4.53381 -4.01691 -1.6 -0.5 0.8 0.234
C -5.90895 -1.53602 1.99919 -0.2 -0.1 -0.2 -0.734
C -6.69921 -1.72046 3.05852 -0.2 1.4 0.3 0.441
C -7.14188 -3.08279 3.46562 -0.2 -0.8 0.1 0.831
O -7.85251 -3.22255 4.45481 0.2 0.4 -0.3 -0.660
C -6.70377 -4.22339 2.64606 -0.3 0.3 0.6 -0.908
C -5.91635 -4.03839 1.58474 0.5 -2.1 -1.1 0.385
C -5.45148 -2.67914 1.19427 0.7 0.8 -1.0 0.824
O -4.71323 -2.54271 0.22446 -0.8 -0.3 1.3 -0.318
O -5.50310 -5.10559 0.80853 -0.4 2.2 0.9 -0.612
O -7.13538 -0.65062 3.81834 0.0 -1.6 -0.3 -0.595
H -5.57785 -0.55156 1.69338 -0.1 -0.2 0.0 0.281
H -7.04728 -5.20614 2.94258 0.0 0.1 0.0 0.412
H -4.94237 -4.71388 0.10380 0.1 -0.2 0.0 0.272
H -7.69110 -1.04297 4.52651 0.3 0.1 -0.3 0.341
C -2.62773 1.14996 4.73176 -0.1 -0.1 -0.2 -1.062
C -1.53803 1.29452 5.48833 -0.2 1.7 0.5 0.222
C -0.57643 0.17404 5.68192 0.7 -0.6 0.2 1.173
O 0.42591 0.34262 6.36741 -0.7 0.2 -0.3 -0.707
C -0.87780 -1.11236 5.03466 0.3 0.4 0.3 -0.827
C -1.96934 -1.25773 4.28097 0.0 -2.1 -0.8 0.207
C -2.91601 -0.12928 4.06519 -0.9 0.6 -0.4 0.809
O -3.90116 -0.28806 3.35216 1.2 0.0 0.7 -0.391
O -2.26005 -2.46471 3.67198 -0.2 2.1 0.7 -0.580
O -1.26182 2.49312 6.12014 0.2 -1.9 -0.1 -0.526
H -3.33390 1.95669 4.58070 0.0 -0.1 0.0 0.522
H -0.17996 -1.92356 5.19814 0.0 0.0 -0.1 0.601
H -3.09844 -2.31488 3.18295 0.4 -0.1 0.1 0.223
H -0.42036 2.34501 6.60417 -0.3 -0.1 -0.3 0.326
C -1.23718 6.94110 3.82357 0.0 0.2 -0.4 -0.851
C -0.89306 5.77560 4.37486 -0.6 0.1 1.9 0.360
C -0.16993 4.73400 3.59397 0.5 -1.0 -0.3 0.931
O 0.14981 3.68038 4.13310 -0.1 1.0 -0.3 -0.578
C 0.13140 5.01653 2.18189 0.0 -0.1 0.2 -0.787
C -0.21588 6.18070 1.62986 0.6 -0.2 -1.5 0.076
C -0.91426 7.23267 2.41837 -0.6 0.8 0.2 1.060
O -1.20430 8.29994 1.88829 0.3 -0.8 0.1 -0.664
O 0.06181 6.45172 0.30259 -0.5 0.5 1.7 -0.533
O -1.19553 5.49335 5.69431 0.8 -0.2 -1.9 -0.588
H -1.76106 7.70794 4.38019 0.0 -0.1 0.0 0.450
H 0.64144 4.24388 1.62100 0.0 0.0 0.0 0.497
H -0.28684 7.35578 0.14248 0.1 -0.3 0.1 0.331
H -0.84153 4.59178 5.85599 -0.3 0.2 -0.1 0.292
C -0.47317 -2.35366 8.44625 -0.3 0.3 0.0 -0.417
C 0.18282 -3.38876 8.97444 1.3 -0.5 -1.3 0.280
C -0.16093 -3.91508 10.32443 0.0 -0.6 0.8 0.783
O 0.44685 -4.87950 10.77554 -0.2 0.6 -0.5 -0.621
C -1.23134 -3.24036 11.07514 0.3 -0.3 0.0 -0.928
C -1.88485 -2.20310 10.54819 -1.2 0.5 1.4 0.262
C -1.55960 -1.69465 9.18738 0.1 0.6 -1.0 1.007
O -2.19025 -0.75110 8.72245 0.3 -0.6 0.6 -0.607
O -2.89004 -1.56263 11.24932 1.2 -0.3 -1.5 -0.581
O 1.20688 -4.01160 8.28489 -1.2 0.3 1.5 -0.572
H -0.23518 -1.96230 7.46517 0.0 0.0 0.2 0.200
H -1.45898 -3.62174 12.06229 0.0 0.0 -0.1 0.407
H -3.20734 -0.84753 10.65564 0.1 -0.3 0.2 0.358
H 1.52002 -4.73042 8.87610 -0.1 0.3 -0.3 0.344
C 2.06407 0.22038 -6.77917 0.2 -0.2 -0.1 -0.866
C 1.56267 0.84959 -5.71455 -1.1 1.2 -0.8 0.112
C 1.92291 0.43521 -4.33030 0.1 -0.2 1.2 1.031
O 1.46108 1.04460 -3.37198 0.2 0.0 -0.9 -0.714
C 2.83030 -0.71152 -4.16832 -0.3 0.3 0.1 -0.460
C 3.32885 -1.34277 -5.23304 1.0 -1.3 0.8 0.115
C 2.99028 -0.91083 -6.61685 0.0 0.0 -1.0 1.097
O 3.47874 -1.49923 -7.57568 -0.2 0.4 0.7 -0.587
O 4.18001 -2.42290 -5.08802 -1.0 1.5 -0.9 -0.584
O 0.68945 1.91199 -5.85923 1.1 -1.2 0.9 -0.601
H 1.81246 0.51252 -7.79094 0.0 0.0 0.1 0.428
H 3.06978 -1.01348 -3.15678 -0.1 0.0 0.0 0.564
H 4.40354 -2.70344 -6.00226 -0.1 -0.1 0.3 0.254
H 0.47075 2.19625 -4.94510 0.0 -0.2 -0.3 0.339
C -5.24175 5.44776 -1.96882 0.1 0.0 -0.3 -0.860
C -4.93736 5.46008 -0.66962 -1.7 0.0 0.9 0.310
C -3.52202 5.45405 -0.20657 0.9 -0.1 0.4 1.038
O -3.27320 5.48487 0.99350 -0.4 0.0 -0.6 -0.579
C -2.46325 5.40567 -1.22700 -0.2 0.0 0.4 -0.615
C -2.76793 5.38986 -2.52606 1.6 -0.1 -0.9 0.141
C -4.18234 5.42378 -2.98910 -0.8 0.0 -0.7 0.745
O -4.43055 5.42685 -4.19016 0.5 0.0 0.8 -0.623
O -1.77794 5.34167 -3.49032 -1.9 0.1 0.7 -0.541
O -5.92774 5.47997 0.29519 1.8 0.0 -0.7 -0.588
H -6.26614 5.45418 -2.31938 0.1 0.0 0.0 0.419
H -1.43936 5.38366 -0.87644 -0.1 0.0 -0.1 0.502
H -2.25160 5.34057 -4.35064 0.2 0.0 0.4 0.349
H -5.45394 5.48718 1.15527 -0.2 0.0 -0.4 0.344
C 7.77561 -5.66816 -8.56293 0.1 -0.4 0.1 -0.864
C 6.85848 -4.71638 -8.37934 0.6 1.5 -1.1 0.379
C 5.66937 -4.94477 -7.51245 -0.9 0.0 0.6 0.762
O 4.85334 -4.04480 -7.34765 0.9 -0.5 -0.3 -0.612
C 5.51897 -6.26604 -6.88298 -0.1 0.4 -0.1 -0.919
C 6.43443 -7.21882 -7.06949 -0.7 -1.5 1.0 0.426
C 7.63714 -6.98098 -7.91392 0.9 -0.2 -0.5 0.883
O 8.47059 -7.87009 -8.05174 -0.7 0.4 0.3 -0.618
O 6.29793 -8.46370 -6.48312 0.9 1.4 -1.1 -0.563
O 6.98050 -3.48084 -8.98818 -0.8 -1.5 1.2 -0.579
H 8.64589 -5.51492 -9.18859 -0.1 0.0 0.1 0.409
H 4.64107 -6.42455 -6.26988 0.0 0.0 0.0 0.473
H 7.08726 -8.97405 -6.76773 -0.3 0.2 0.1 0.346
H 6.19433 -2.96859 -8.69869 0.2 -0.1 -0.1 0.343
C 6.08712 5.16908 -2.21149 -0.2 0.3 0.1 -0.895
C 6.11030 3.91337 -2.66246 1.8 -0.5 0.2 0.242
C 4.87051 3.23902 -3.13765 -0.8 -0.8 -0.4 1.032
O 4.92632 2.09101 -3.56421 0.3 0.8 0.3 -0.575
C 3.60767 3.99081 -3.06944 0.2 -0.3 -0.1 -0.668
C 3.58415 5.24530 -2.61520 -1.8 0.5 -0.1 0.255
C 4.82816 5.92859 -2.16610 0.6 0.7 0.4 0.775
O 4.77772 7.08849 -1.77084 -0.2 -0.8 -0.3 -0.636
O 2.40038 5.95669 -2.54586 1.9 -0.3 0.2 -0.493
O 7.28941 3.19229 -2.70562 -1.9 0.3 -0.2 -0.583
H 6.98115 5.67215 -1.86513 -0.1 0.0 0.0 0.416
H 2.71128 3.48273 -3.40121 0.0 0.0 0.1 0.479
H 2.64577 6.83702 -2.18628 -0.1 -0.4 -0.1 0.331
H 7.04494 2.31415 -3.07082 0.1 0.3 0.1 0.352

***

Record 2
113
Properties=species:S:1:pos:R:3:forces:R:3:mulliken_charge:R:1 method="wB97M-V/def2-TZVPD" e_homo_ev=-7.375 homo_lumo_gap_ha=0.2194 e_above_lowest_kj_mol=99.77 total_charge=0
Bi -1.00981 -0.65039 -0.78978 0.4 0.1 0.4 1.595
C -2.47694 6.34393 1.15172 0.0 -0.1 0.0 -1.437
C -1.89061 4.98702 0.85682 -0.1 0.0 0.0 0.247
C -0.59343 4.81921 0.40096 0.2 0.0 0.1 -0.929
C -0.02593 3.56417 0.18793 -0.1 0.0 -0.1 0.969
C 1.36878 3.59156 -0.38047 0.0 0.1 0.1 -0.535
O 1.55387 4.23919 -1.39220 0.0 -0.2 -0.1 -0.656
C 2.50322 2.99390 0.37117 0.0 0.0 0.1 0.453
C 2.38296 2.68369 1.72506 -0.1 0.0 -0.1 0.100
C 3.49706 2.28949 2.45089 0.0 -0.1 0.1 -0.785
C 4.73960 2.19410 1.83511 -0.1 -0.1 0.0 -0.518
C 4.85974 2.49522 0.48170 0.1 0.0 -0.1 -0.782
C 3.75058 2.89605 -0.24529 0.0 0.0 0.0 -0.282
C -0.78572 2.39484 0.37257 0.2 0.1 0.3 -0.704
O -0.23095 1.18305 0.22913 -0.2 -0.1 -0.3 -0.140
C -2.13034 2.57311 0.73404 -0.2 0.1 0.2 0.664
C -2.65286 3.83525 0.99517 0.0 0.0 -0.1 -0.189
C -3.09654 1.44538 0.65684 -0.1 0.2 0.2 -0.586
N -3.57188 1.08460 -0.47401 0.0 -0.3 -0.1 -0.029
C -3.26585 1.90558 -1.65511 -0.2 -0.1 -0.1 0.073
C -3.94343 1.33111 -2.89177 0.0 0.2 0.1 -1.255
Te -3.66411 2.56472 -4.62390 0.1 -0.1 0.1 0.240
C -1.64753 2.00895 -4.94943 -0.1 0.0 0.0 -0.208
C -1.35815 0.78781 -5.55936 0.1 0.1 0.0 -0.264
C -0.04464 0.46219 -5.87128 0.0 0.0 0.0 -0.647
C 0.98264 1.35392 -5.58421 0.0 0.0 0.0 -0.392
C 0.69824 2.56641 -4.97277 0.0 0.0 0.1 -0.566
C -0.61510 2.89323 -4.64847 0.0 0.0 0.0 -0.251
C -3.64602 0.85650 1.91358 0.1 0.0 0.1 0.937
C -4.60556 -0.15604 1.87109 0.0 0.0 -0.1 -0.007
C -5.17184 -0.64168 3.03600 0.0 0.0 0.0 -1.014
C -4.81422 -0.09977 4.26700 0.0 0.0 0.0 -0.481
C -3.86643 0.91011 4.32177 -0.1 0.0 0.0 -0.743
C -3.26869 1.37051 3.15496 -0.1 0.1 -0.1 -0.523
H -1.75798 7.13789 0.95363 0.0 0.0 0.0 0.403
H -2.78345 6.41520 2.19706 0.0 0.0 0.0 0.320
H -3.36267 6.52726 0.53987 0.0 0.0 0.0 0.336
H 0.02778 5.68804 0.21080 0.0 0.0 0.0 0.450
H 1.41808 2.78934 2.21036 0.0 0.0 0.0 0.363
H 3.41193 2.06131 3.50717 -0.1 0.0 0.0 0.436
H 5.59951 1.86623 2.41006 0.0 0.0 -0.2 0.464
H 5.83094 2.44446 0.00474 0.0 -0.1 0.0 0.462
H 3.83281 3.16473 -1.29129 0.0 0.0 0.0 0.492
H -3.70157 3.91510 1.27175 0.0 0.0 0.0 0.519
H -2.19463 2.07455 -1.82508 0.0 -0.1 0.0 0.121
H -3.69032 2.89755 -1.47247 0.1 0.1 0.0 0.365
H -5.02263 1.30469 -2.72941 0.0 -0.1 0.0 0.607
H -3.61210 0.32337 -3.13550 0.1 -0.1 0.0 0.182
H -2.16029 0.10755 -5.82075 0.0 0.0 0.0 0.432
H 0.17355 -0.47591 -6.36851 0.0 0.0 0.0 0.422
H 2.00445 1.10391 -5.84480 0.0 0.0 0.0 0.469
H 1.49135 3.26521 -4.73980 0.0 0.0 0.0 0.423
H -0.82900 3.83966 -4.16738 0.0 0.0 0.0 0.400
H -4.90787 -0.54787 0.90909 0.0 0.1 0.1 0.444
H -5.90778 -1.43447 2.98808 0.0 0.0 0.0 0.457
H -5.28413 -0.45442 5.17516 0.0 0.0 0.0 0.426
H -3.59195 1.34509 5.27557 0.0 0.0 0.0 0.455
H -2.51268 2.14228 3.20882 0.0 0.1 0.0 0.455
Cl 1.46232 -5.12365 -0.44507 0.0 0.0 0.0 -0.196
C -0.26283 -5.02722 -0.50612 0.1 0.1 0.0 1.040
C -1.01045 -6.21477 -0.47406 -0.1 -0.1 0.0 -0.595
C -2.37242 -6.17613 -0.52615 0.0 0.0 0.0 0.874
Cl -3.27202 -7.65920 -0.50739 0.0 0.0 0.0 -0.258
C -3.04999 -4.93678 -0.61569 0.0 0.1 0.0 0.190
C -4.45062 -4.79919 -0.71337 0.0 0.0 0.0 -0.981
C -5.00799 -3.55637 -0.80874 -0.1 0.0 0.0 -1.182
C -4.16938 -2.42971 -0.79849 0.3 -0.1 0.0 -0.667
N -2.86021 -2.52120 -0.70993 -0.1 -0.1 0.0 0.337
C -2.28090 -3.74998 -0.62947 -0.1 0.0 -0.1 -0.137
C -0.85376 -3.77911 -0.58156 0.1 -0.1 0.1 -1.087
O -0.13018 -2.68054 -0.60517 -0.3 0.2 -0.2 0.157
H -0.49458 -7.16347 -0.41034 0.0 0.0 0.0 0.488
H -5.06790 -5.68731 -0.72342 0.0 0.0 0.0 0.470
H -6.07774 -3.42648 -0.89533 0.0 0.0 0.0 0.479
H -4.57112 -1.42626 -0.85128 0.0 0.1 -0.1 0.836
O 8.05417 0.07458 1.11449 0.0 -0.2 0.1 -0.667
S 7.95952 -1.37651 1.28038 -0.1 0.3 -0.1 1.261
O 9.21067 -2.06589 1.46087 0.1 -0.1 -0.1 -0.698
O 6.87968 -1.79565 2.15096 0.0 -0.1 -0.1 -0.663
C 7.35523 -1.70881 -0.42212 -0.2 0.4 0.1 0.083
N 8.18759 -1.60260 -1.46154 0.0 -0.2 0.1 -0.509
C 7.63023 -1.39105 -2.64269 0.0 0.0 0.0 -0.326
C 6.26434 -1.18624 -2.80925 -0.1 0.1 -0.2 -0.734
C 5.48703 -1.37230 -1.68098 0.1 -0.1 0.0 0.279
N 6.02932 -1.70681 -0.51737 0.1 0.2 0.1 -0.321
C 4.02172 -1.13107 -1.60505 0.0 -0.1 0.1 1.084
C 3.49055 -0.85083 -0.34670 0.1 0.0 0.0 -0.729
C 2.14958 -0.59958 -0.22488 -0.1 0.1 0.0 -0.706
N 1.31192 -0.66136 -1.26940 0.1 0.3 0.1 0.621
C 1.80899 -0.93681 -2.47546 -0.1 -0.1 0.0 -0.893
C 3.15442 -1.16074 -2.68815 0.1 0.0 -0.1 -0.771
H 8.30332 -1.34796 -3.49327 0.0 0.1 0.0 0.420
H 5.85392 -0.86576 -3.75823 0.0 -0.1 0.0 0.373
H 4.15031 -0.84612 0.50933 0.0 0.1 0.1 0.913
H 1.71920 -0.31879 0.72448 0.0 0.0 0.1 0.184
H 1.09763 -0.98722 -3.28897 0.0 0.0 -0.1 0.435
H 3.51161 -1.37668 -3.68712 0.0 0.0 0.0 0.501
C -0.30306 0.27706 4.75715 0.0 0.0 -0.1 -1.253
C -0.98808 -0.87259 4.02938 0.2 0.1 -0.1 0.347
S -0.13574 -1.23603 2.46856 0.1 0.0 0.2 0.655
O -1.26844 -1.13549 1.42448 -0.1 -0.1 -0.3 -0.836
C 0.18483 -3.00301 2.68313 -0.2 0.0 -0.1 -0.613
C -1.07938 -3.83192 2.87621 0.0 0.0 0.0 -1.049
H -0.87161 0.52835 5.65257 0.0 0.0 0.0 0.437
H -0.24881 1.16609 4.12560 0.0 0.0 0.0 0.149
H 0.71055 0.00994 5.06002 0.0 0.0 0.0 0.410
H -2.00717 -0.62311 3.73155 0.1 -0.1 0.0 -0.612
H -0.99987 -1.77877 4.62980 0.0 0.0 0.0 0.585
H 0.87590 -3.05978 3.52805 0.0 0.0 0.0 0.651
H 0.72683 -3.29185 1.78240 0.0 0.0 0.0 0.009
H -1.42278 -3.83333 3.90954 0.0 0.0 0.0 0.384
H -0.88175 -4.86444 2.58949 0.0 0.0 0.0 0.380
H -1.88407 -3.45730 2.24176 0.0 0.0 0.0 0.190